(1)
{"formula": "C4H28N2O8", "method": "ωB97M-V/def2-TZVPD", "species": ["C", "H", "O", "H", "H", "H", "H", "H", "H", "H", "H", "O", "O", "C", "N", "O", "O", "O", "H", "H", "H", "H", "H", "H", "H", "H", "N", "H", "O", "H", "H", "H", "C", "H", "H", "O", "H", "H", "H", "H", "H", "C"], "xyz": [[0.2940, 1.4011, -0.8880], [1.9947, 0.9891, -1.6751], [-1.7385, -2.8417, -1.3777], [-0.8494, -0.3788, 1.9607], [-1.9454, -1.8780, -1.3797], [-3.1824, 2.6983, 1.3845], [-0.5198, 0.8825, -1.5722], [0.8670, -3.3286, -2.3554], [1.8161, 2.7094, 1.4595], [0.0013, 2.7299, 0.7047], [2.1685, 0.9344, -0.2641], [-2.4894, 3.0395, -1.8079], [-0.6068, -4.4420, 0.5850], [-1.5422, 0.2805, 2.0275], [-1.4457, 1.3603, 1.0659], [0.7958, -2.4034, 0.2476], [2.5721, -1.9470, 3.4953], [1.7169, -3.6742, -2.4348], [-1.1134, -3.0181, -0.5862], [0.5014, 2.2049, -3.1506], [-1.8121, 3.4885, 0.9282], [1.0467, -2.8181, 1.1099], [2.9639, -1.1530, 3.6104], [-1.5682, 0.5151, 3.0837], [0.4474, 2.4760, -1.4227], [-2.5765, -0.2300, 1.9555], [1.4778, 0.6739, -0.8580], [2.0426, -3.4774, -1.6268], [-0.1218, 2.8795, -3.6068], [-2.2015, 2.2362, -1.3724], [1.6302, -2.0054, 3.7294], [-0.4483, -4.4068, -0.3489], [-2.1385, 2.6132, 1.6681], [-1.4556, -4.1410, 0.6837], [-1.7008, 3.4506, -2.1246], [2.6253, 2.3669, 1.5252], [2.9992, 3.0721, 2.1188], [-0.5421, 2.3986, -4.4466], [1.0556, -1.4248, 0.6363], [-1.9414, 2.7571, 2.6653], [0.6726, 0.9981, 1.2372], [-0.0474, 1.6482, 0.6251]], "atomic_forces_ev_per_a": [[-2.267, 2.403, -0.506], [-0.012, -1.049, -0.820], [0.927, 0.413, 1.444], [4.542, -4.508, -1.123], [0.450, -1.120, 0.205], [-0.434, -0.903, 0.573], [1.363, 0.740, 1.745], [-2.547, 0.938, -0.285], [-5.507, 1.648, -0.857], [0.886, 0.068, 0.670], [1.737, 1.246, 3.492], [-1.128, -0.123, 0.490], [2.794, -1.703, 0.531], [-6.597, 2.659, 0.443], [-0.415, 1.610, 1.042], [1.882, 4.132, 3.362], [-2.213, -4.867, -0.958], [0.298, -1.763, -3.853], [-1.398, 1.588, -1.916], [-1.763, 1.530, -1.635], [-0.112, -1.427, 2.062], [-0.525, -0.624, -1.169], [1.254, 4.152, 0.811], [0.342, 1.062, 0.555], [-0.501, -2.048, 1.485], [1.529, 0.473, -0.350], [0.671, -1.897, -4.160], [2.135, 0.932, 4.170], [0.200, -2.799, -1.723], [0.045, -0.224, 0.177], [0.867, 0.728, 0.111], [0.455, -0.634, -0.725], [1.063, 0.450, -6.276], [-3.466, 0.828, 0.632], [0.940, 0.281, -0.593], [5.578, -0.256, 1.789], [0.282, -1.253, -0.781], [1.539, 1.406, 2.898], [-0.900, -2.968, -2.469], [0.547, 0.460, 2.353], [-0.844, 1.342, -0.722], [-1.699, -0.922, -0.121]], "smiles": "CN(C)CCN.O.O.O.O.O.O.O.O", "homo_ev": -9.139, "relative_energy_kj_mol": 639.9, "lumo_ev": 0.01}

***

(2)
{"formula": "C5H17NO2", "method": "ωB97M-V/def2-TZVPD", "species": ["H", "C", "O", "H", "H", "H", "O", "C", "H", "C", "H", "H", "H", "H", "H", "H", "C", "C", "H", "H", "H", "H", "H", "N", "H"], "xyz": [[-0.5327, 3.4287, 0.3337], [-0.7819, 1.3263, 0.4648], [2.2163, 1.6889, 3.4418], [-2.7668, -1.4322, 0.2595], [1.3526, -1.7489, -5.7171], [0.9379, 2.7074, 0.3502], [0.8959, -0.8967, -5.5256], [0.4102, -2.1094, 0.8541], [1.5837, 1.7126, 4.2076], [-1.7945, -1.4917, -0.1995], [1.5314, -0.2689, -5.9835], [-1.7865, -1.0197, -1.1405], [1.2270, -1.8330, 1.5843], [-1.2114, -0.9035, 1.8234], [0.0494, -3.0821, 1.1252], [0.0929, 2.5616, -1.2297], [-0.0031, 2.5469, -0.1365], [-0.7211, -0.9917, 0.8915], [-1.2092, 1.7387, 1.5187], [0.9743, 0.1344, 0.3084], [-1.7500, 1.1345, -0.0272], [1.8753, 1.2643, 2.6796], [-1.4965, -2.4922, -0.6180], [0.0827, 0.2733, 0.8454], [0.8242, -2.2476, -0.1104]], "atomic_forces_ev_per_a": [[0.177, -0.478, -1.492], [-0.256, 3.810, 2.625], [0.441, 1.098, 2.435], [-0.453, -0.395, -0.220], [-0.708, 0.682, 0.359], [0.938, -0.626, 0.065], [2.013, 0.146, -1.241], [-0.377, 1.221, 2.587], [0.677, -0.365, -1.733], [1.797, -0.286, 0.724], [-1.306, -0.829, 0.890], [-0.115, 1.678, -0.929], [-0.731, -0.327, -0.787], [-0.644, -0.504, 1.104], [-0.400, -0.490, 0.386], [-0.155, 0.126, 0.413], [-1.983, 0.539, 1.289], [2.812, -1.955, -1.784], [0.742, -0.640, -1.997], [-1.598, 0.454, 0.117], [0.803, -0.512, -0.596], [-1.241, -0.784, -0.765], [-0.590, 0.365, 1.321], [-0.228, -2.301, -1.579], [0.385, 0.372, -1.193]], "smiles": "CCNC(C)C.O.O", "homo_ev": -8.780, "relative_energy_kj_mol": 223.8, "lumo_ev": 0.72}

***

(3)
{"formula": "C35H37N6O2PtS2", "method": "ωB97M-V/def2-TZVPD", "species": ["H", "N", "C", "H", "H", "C", "C", "H", "C", "O", "C", "H", "Pt", "C", "H", "H", "H", "H", "C", "H", "H", "C", "C", "C", "H", "C", "C", "H", "H", "C", "H", "H", "C", "H", "H", "C", "H", "C", "H", "N", "H", "C", "C", "S", "C", "C", "H", "H", "C", "H", "H", "S", "H", "C", "C", "C", "N", "H", "H", "H", "N", "C", "C", "O", "H", "C", "N", "C", "C", "C", "H", "H", "N", "H", "H", "C", "C", "H", "C", "C", "C", "H", "H"], "xyz": [[1.3134, 1.8413, 4.6608], [-0.1931, 1.4680, -3.3424], [1.2158, -5.0959, 8.0230], [2.2370, -2.3384, 2.2017], [-1.0655, 1.2201, -5.9318], [0.0946, -3.8405, 3.7138], [-3.8017, 1.9602, -3.4185], [-1.5841, 2.5819, -6.9377], [-0.2795, -4.8962, 1.5578], [1.3006, -8.1221, 9.9479], [-0.0345, -4.0710, -0.8574], [1.8096, -1.3690, 0.7769], [-0.5460, 0.1207, 0.1345], [1.1033, -7.3372, 8.8779], [-4.1225, 4.0636, -3.0148], [1.1563, -2.8003, 6.5685], [3.3239, 4.6593, -4.5337], [2.5110, 3.4431, 0.1870], [-1.6906, -1.1422, 3.1143], [0.3276, -4.4941, -1.7936], [1.6799, 0.5800, -3.2415], [0.9856, -0.2549, 4.7853], [2.6987, 3.7160, -0.8423], [-4.3558, 3.0954, -2.5695], [4.3776, 5.9639, -2.7225], [-1.9606, 2.8373, -4.8260], [0.6492, -7.7916, 7.6386], [1.3542, -0.3358, 5.8012], [1.4430, -4.0521, 8.2019], [3.7409, 5.1230, -2.4810], [1.8676, 2.7400, -3.9868], [-4.2829, 1.9507, -4.3989], [0.5654, -4.6349, 5.6540], [1.6584, -9.9758, 9.0739], [-2.0519, -2.1102, 3.4589], [-0.2097, -5.0409, 0.2129], [0.5281, -0.0884, -2.0662], [0.6181, 1.0210, 2.7635], [-0.3817, -5.8115, 2.1296], [0.1241, -4.9900, 4.4804], [-2.7089, 3.6187, -4.9713], [1.5968, -2.2879, 1.3192], [-1.8415, 1.9710, -6.0716], [-1.0218, -2.0613, 0.3542], [0.9715, 0.9432, 4.1688], [-0.1878, -1.2288, 2.7711], [-0.0303, -9.6782, 9.5797], [0.4268, -8.8353, 7.4766], [0.5263, -2.7001, 4.5361], [-1.8274, -0.4144, 3.9145], [-4.0232, 0.9978, -2.9615], [-2.0612, 0.5897, -1.4873], [-3.9249, 3.0673, -1.5685], [1.3855, -5.9788, 9.0614], [-1.4153, 1.4143, -2.9364], [3.5181, 4.7853, -1.1510], [0.1682, 0.0353, 2.0830], [-1.0107, 3.3233, -4.6108], [0.1308, -7.2320, 5.6389], [3.9838, 5.3588, -0.3611], [-0.2561, -2.8080, -0.9279], [2.1103, 2.9684, -1.8639], [-0.1196, -3.7227, 2.3763], [0.8547, 1.6985, -0.3480], [0.7849, 1.9480, 2.2225], [0.5458, -1.4272, 4.0879], [-2.3655, 2.0776, -3.6463], [1.0195, -9.5123, 9.8278], [0.1341, -2.3650, 1.7845], [2.3442, 3.3055, -3.1977], [-2.2868, -0.8160, 2.2618], [1.8434, -3.1325, 0.6811], [0.8453, -3.2776, 5.7430], [1.2350, -9.9427, 10.8001], [1.7352, -5.6505, 10.0302], [1.2550, 1.8232, -1.5232], [0.7604, -5.5375, 6.7747], [-5.4398, 3.0135, -2.4825], [0.8456, 0.8241, -2.5834], [0.4824, -6.8919, 6.6031], [3.1524, 4.3876, -3.5010], [-0.2323, -6.0607, -0.1528], [-2.7830, 1.4629, -6.2870]], "atomic_forces_ev_per_a": [[-0.017, 0.006, -0.001], [0.080, -0.116, -0.091], [0.001, -0.002, -0.005], [0.004, 0.018, 0.009], [0.001, -0.005, -0.004], [0.070, -0.045, 0.034], [-0.002, 0.024, 0.042], [0.004, -0.001, 0.000], [0.048, 0.097, -0.030], [-0.008, 0.008, 0.001], [-0.034, -0.037, 0.041], [0.003, -0.004, -0.006], [0.588, 0.202, 0.023], [0.002, -0.005, -0.008], [-0.011, 0.002, -0.007], [-0.015, 0.006, 0.007], [0.002, -0.002, -0.002], [0.008, 0.006, 0.004], [-0.001, 0.052, 0.032], [0.047, 0.005, 0.021], [0.058, 0.087, 0.038], [-0.077, -0.076, -0.033], [-0.036, 0.029, -0.001], [0.016, -0.001, 0.006], [0.000, 0.001, 0.000], [0.017, 0.019, -0.009], [0.001, 0.001, 0.003], [0.001, -0.011, -0.002], [0.004, 0.001, 0.002], [-0.005, -0.010, 0.001], [-0.018, 0.011, -0.001], [0.014, 0.008, -0.005], [-0.009, 0.011, 0.015], [-0.001, -0.001, 0.000], [-0.003, 0.003, 0.011], [-0.046, 0.033, -0.004], [0.078, -0.108, -0.158], [0.140, 0.038, 0.078], [-0.020, 0.009, 0.017], [0.003, 0.045, -0.040], [-0.005, -0.004, 0.001], [-0.033, -0.090, -0.040], [-0.007, 0.004, 0.013], [-0.430, -0.017, 0.511], [-0.004, -0.012, -0.078], [-0.159, 0.146, -0.021], [0.000, -0.002, 0.001], [-0.001, -0.001, -0.001], [0.001, -0.081, 0.046], [-0.010, 0.011, -0.013], [-0.011, -0.010, -0.012], [-0.170, -0.426, -0.374], [0.001, -0.002, -0.002], [0.003, -0.004, 0.004], [-0.125, 0.214, 0.216], [0.003, 0.000, -0.006], [0.222, -0.435, -0.021], [-0.013, 0.005, -0.004], [-0.001, -0.004, 0.001], [-0.003, 0.001, 0.002], [-0.031, 0.042, -0.223], [0.010, -0.043, 0.024], [0.023, -0.031, 0.018], [-0.477, 0.382, -0.050], [0.011, -0.015, -0.001], [0.025, 0.024, -0.055], [0.057, -0.110, -0.041], [0.003, 0.002, -0.002], [0.068, 0.177, -0.122], [0.039, -0.031, -0.013], [-0.005, -0.019, -0.001], [0.014, -0.003, 0.013], [0.013, -0.002, -0.051], [0.001, 0.000, -0.002], [0.001, 0.001, 0.000], [0.151, -0.167, 0.038], [0.007, 0.015, 0.006], [-0.001, 0.001, 0.001], [-0.022, 0.172, 0.256], [-0.007, 0.000, -0.001], [0.005, 0.008, 0.004], [-0.029, 0.003, 0.001], [-0.001, 0.001, -0.003]], "homo_ev": [-10.051, -10.051], "relative_energy_kj_mol": 447.3, "total_charge": 1, "lumo_ev": [-4.20, -4.20]}

***

(4)
{"formula": "C5H14N", "method": "ωB97M-V/def2-TZVPD", "species": ["H", "C", "H", "H", "C", "H", "H", "H", "C", "N", "H", "H", "C", "H", "H", "C", "H", "H", "H", "H"], "xyz": [[0.2754, -2.4522, 1.3262], [0.6415, -1.4825, 1.0025], [1.0823, -0.9549, 1.8413], [-0.5303, -0.7971, -1.6381], [-0.6767, -0.7789, 0.4993], [1.9196, 0.3059, -0.4284], [-0.7977, 0.9160, 1.8954], [-1.7363, 0.2646, -1.0210], [-1.3490, 0.0268, 1.5766], [1.6123, 0.9645, -1.1665], [1.2843, -1.6918, 0.1533], [-1.4845, -0.5291, 2.5075], [0.0958, 1.1994, -1.0661], [-0.1294, 1.6932, -2.0104], [2.0969, 1.8658, -0.9664], [-0.6982, -0.0569, -0.8500], [-0.0723, 1.9228, -0.2730], [1.8994, 0.5641, -2.1153], [-1.2925, -1.6587, 0.2806], [-2.3867, 0.3117, 1.3753]], "atomic_forces_ev_per_a": [[0.361, -0.164, 0.469], [-1.573, 0.345, -0.689], [0.477, 0.042, -0.185], [0.323, 0.188, -0.046], [0.120, -0.809, -0.154], [0.107, 0.085, -0.102], [0.077, 0.071, -0.338], [-0.001, -0.126, 0.142], [-0.573, 0.177, 1.293], [-0.873, -0.256, 0.564], [0.515, 0.173, 0.167], [0.371, -0.364, -0.009], [1.020, 0.064, -0.220], [-0.252, -0.087, -0.022], [0.373, 0.167, -0.251], [-0.389, -0.198, -0.428], [0.129, -0.017, 0.087], [-0.036, 0.241, 0.180], [-0.382, 0.281, 0.113], [0.206, 0.187, -0.571]], "homo_ev": [-3.566, -11.422], "spin_multiplicity": 2, "relative_energy_kj_mol": 149.7, "lumo_ev": [0.97, 0.70]}

***

(5)
{"formula": "C30H32N3O8P2S2SbSc", "method": "ωB97M-V/def2-TZVPD", "species": ["H", "N", "C", "H", "P", "N", "C", "H", "O", "C", "C", "Sc", "O", "C", "H", "C", "H", "C", "C", "H", "C", "P", "C", "C", "H", "O", "C", "C", "O", "H", "H", "C", "C", "C", "N", "H", "H", "H", "H", "C", "C", "H", "H", "C", "C", "H", "H", "C", "C", "H", "S", "C", "H", "S", "H", "C", "H", "H", "H", "H", "O", "C", "H", "O", "C", "O", "Sb", "H", "C", "H", "H", "H", "C", "C", "H", "H", "O", "C", "H"], "xyz": [[-3.0092, -1.2025, -3.0089], [2.6934, 1.4997, 0.0924], [-2.2820, -0.4278, -3.2261], [1.8532, -6.4423, -2.2839], [-1.2342, 3.1262, 2.6783], [6.2419, 2.2726, -1.9509], [-3.9938, -2.6600, 1.2652], [6.3329, 3.0837, -2.5340], [-2.0356, 2.1476, 3.6018], [-2.6028, 0.5859, -4.1174], [4.9741, 0.9399, -0.3993], [0.7494, 0.9553, 1.2597], [0.1791, 2.6676, 2.4505], [1.3094, -5.6179, -2.7256], [1.0799, -4.5852, -0.8620], [-3.5971, 3.4252, 1.2389], [3.7908, 1.0412, 6.7920], [-4.0201, -4.3549, -0.4446], [-0.1179, 0.5814, -2.8546], [-3.9769, 2.4850, 1.6371], [-2.8381, -2.1164, 0.7260], [-1.5007, 2.0122, 0.0137], [2.9724, 0.7375, 6.1572], [-0.4445, 1.5996, -3.7436], [-1.9368, 2.3908, -5.0688], [-0.0649, 2.3240, -0.3719], [0.3654, -4.5436, -4.6618], [-2.2751, -2.7056, -0.4018], [-2.4831, 1.9935, -1.2147], [-0.7268, 4.5155, 0.2445], [3.8960, 1.3845, 4.2974], [3.9629, 2.8398, -1.4348], [-2.0867, 3.3780, 1.0778], [1.0555, -5.6026, -4.0906], [2.0499, 0.5656, 3.9910], [-3.5690, 0.5910, -4.6035], [-4.0469, 3.6150, 0.2662], [-2.3849, -1.2380, 1.1732], [-0.0984, -0.6898, 6.1863], [-1.6861, 1.6002, -4.3739], [2.8134, 2.5410, -0.7451], [1.9313, 3.1532, -0.8687], [1.4003, -6.4186, -4.7119], [0.8692, -4.5746, -1.9250], [3.0585, 0.9363, 4.8088], [-1.6311, 1.2355, 3.6035], [0.1733, -4.5293, -5.7265], [0.8052, -0.2237, 5.8216], [-4.5845, -3.7735, 0.6816], [-4.4321, -2.2111, 2.1467], [-0.2986, -0.4347, 3.2906], [-1.0406, -0.4262, -2.5963], [0.8410, 0.5902, -2.3484], [1.2061, -1.3739, 0.0895], [-2.4085, -4.3002, -1.8534], [3.7840, 0.7295, 0.2486], [-3.8673, 4.2344, 1.9171], [-4.4756, -5.2262, -0.8960], [1.7225, -0.0345, 7.7349], [7.0610, 1.7147, -1.7955], [-1.6496, 4.6094, 0.5202], [-2.8583, -3.8252, -0.9884], [3.9855, 3.6996, -2.0914], [-1.3641, 4.5333, 3.3707], [0.1724, -3.5153, -2.4981], [2.2276, 0.7677, 2.6879], [-0.5188, -1.9644, -1.2709], [-5.4865, -4.1915, 1.1083], [0.9056, -0.0083, 4.4389], [3.6860, -0.0977, 0.9387], [0.2689, 2.3877, -3.9475], [-2.1128, 2.2856, -2.0641], [-0.0786, -3.4956, -3.8665], [5.0944, 2.0263, -1.2791], [5.8046, 0.2686, -0.2273], [-1.2207, 4.5297, 4.3254], [-1.4867, 0.7362, 0.8398], [1.8186, 0.1412, 6.6722], [-0.6096, -2.6674, -4.3217]], "atomic_forces_ev_per_a": [[-0.001, 0.002, -0.004], [-0.015, 0.049, 0.090], [-0.009, -0.004, 0.014], [-0.002, 0.000, 0.001], [-0.008, -0.002, 0.039], [0.018, -0.006, -0.009], [-0.022, -0.005, -0.004], [0.001, 0.002, 0.001], [0.004, -0.058, 0.039], [0.005, -0.023, 0.022], [-0.007, 0.022, -0.008], [0.040, -0.047, 0.092], [-0.125, 0.117, -0.047], [0.006, -0.002, 0.020], [0.000, 0.001, 0.007], [0.039, 0.027, 0.026], [-0.001, 0.000, 0.001], [-0.014, -0.001, 0.018], [0.002, -0.029, -0.076], [0.000, 0.004, -0.005], [0.076, 0.088, 0.042], [0.220, -0.037, -0.009], [-0.001, 0.004, 0.007], [-0.057, -0.063, -0.051], [-0.007, 0.008, -0.014], [-0.032, -0.015, 0.155], [-0.002, 0.010, 0.006], [-0.006, -0.034, 0.010], [-0.209, 0.044, 0.080], [0.007, -0.021, -0.012], [0.007, 0.002, 0.013], [0.035, 0.007, -0.021], [0.009, -0.005, 0.138], [-0.007, -0.003, -0.010], [-0.065, -0.058, 0.001], [-0.005, 0.001, -0.009], [-0.012, -0.004, 0.003], [-0.067, -0.140, -0.045], [0.003, 0.000, 0.003], [0.089, -0.021, 0.038], [-0.034, 0.005, -0.014], [0.000, -0.014, 0.009], [0.002, 0.002, 0.002], [0.014, -0.013, -0.005], [-0.009, -0.002, -0.038], [-0.020, -0.006, -0.015], [0.002, -0.004, 0.002], [-0.017, -0.011, -0.017], [0.016, 0.019, -0.014], [-0.013, -0.004, 0.005], [0.001, 0.007, 0.030], [0.059, 0.074, -0.103], [-0.005, -0.017, -0.019], [0.035, -0.043, 0.022], [0.001, 0.024, 0.005], [-0.005, -0.013, 0.026], [-0.020, 0.000, -0.007], [-0.005, 0.002, 0.002], [0.003, 0.004, 0.000], [-0.005, -0.002, 0.005], [-0.010, 0.047, -0.061], [0.003, -0.040, 0.000], [0.004, -0.002, 0.001], [0.032, -0.007, -0.041], [-0.037, -0.031, -0.055], [0.082, -0.001, -0.089], [-0.010, 0.027, -0.026], [-0.003, -0.004, 0.005], [0.035, 0.004, 0.008], [0.015, -0.003, -0.015], [-0.003, 0.003, 0.012], [0.056, -0.153, 0.075], [-0.005, 0.000, 0.011], [-0.043, 0.009, 0.014], [0.003, 0.002, -0.003], [-0.005, 0.016, 0.033], [0.007, 0.312, -0.304], [-0.003, -0.001, 0.006], [-0.006, 0.008, 0.015]], "homo_ev": -10.499, "relative_energy_kj_mol": 0.0, "total_charge": 1, "lumo_ev": -1.92}